Entry 1:
Computed, not measured: a 2-piece molecular cluster, C2H8FP3 overall at a distorted geometry, with ωB97M-V/def2-TZVPD.

Last column: Mulliken charge in e.
Atoms and positions in Å:
C -0.122 -1.849 -0.416  -0.26
C -0.317 0.452 -0.444  -0.62
F 0.868 -1.975 -1.310  -0.24
P -0.025 0.960 -2.144  -0.02
P 0.233 0.619 2.702  -0.18
P 0.717 1.424 0.705  -0.03
H 0.324 -2.122 0.537  0.30
H -1.112 -2.001 -0.851  0.31
H -1.361 0.416 -0.276  0.53
H 0.365 -0.289 -2.586  0.00
H -1.303 0.683 -2.471  0.01
H 0.885 1.638 3.272  0.06
H -1.056 1.500 2.840  0.07
H 1.906 0.543 0.442  0.06

Forces on the atoms, in the same order (eV/Å):
0.61 4.05 -0.24
0.77 -2.88 1.01
0.19 -0.60 -0.76
1.06 0.58 -0.11
-2.85 -0.24 -0.51
1.00 -1.02 -0.60
-1.09 -0.08 0.25
0.34 -0.55 0.58
-0.95 0.37 0.62
0.54 -0.52 -0.50
-1.59 -0.06 -0.84
1.24 1.36 1.00
1.65 -1.36 -0.37
-0.91 0.96 0.47

Computed properties:
largest force on an atom	0.07975	Eh/bohr
highest occupied orbital energy (spin up / spin down)	-8.046 / -8.047	eV
energy above the lowest of the compared OMol25 structures with the same formula, charge and spin	2.678	eV
Kohn-Sham gap (spin up / spin down)	8.37 / 8.37	eV
electronic energy	-1204.74483	Ha

***

Entry 2:
Computed, not measured: C35H23N6PdS as an isolated structure, with ωB97M-V/def2-TZVPD.

Last column: Mulliken charge in e.
Atoms and positions in Å:
Pd -0.552 0.896 0.052  0.16
S 3.629 2.310 -0.221  -0.18
C 3.016 2.877 1.307  1.10
C 3.683 3.624 2.276  -0.80
C 2.982 3.960 3.415  -0.60
C 1.646 3.568 3.593  -0.88
C 0.983 2.829 2.636  -0.42
C 1.686 2.484 1.483  -0.53
N 1.226 1.754 0.393  0.89
C 2.129 1.591 -0.552  0.56
C 1.688 0.851 -1.720  0.73
C 2.422 0.555 -2.866  -0.97
C 1.824 -0.136 -3.911  -0.90
C 0.496 -0.527 -3.834  -0.87
C -0.282 -0.253 -2.697  -0.24
C 0.369 0.413 -1.703  0.80
H 4.713 3.928 2.143  0.47
H 3.470 4.540 4.187  0.46
H 1.130 3.851 4.500  0.45
H -0.052 2.539 2.781  0.45
H 3.455 0.875 -2.938  0.54
H 2.396 -0.360 -4.800  0.49
H 0.031 -1.049 -4.660  0.50
H -1.319 -0.551 -2.659  0.53
C -4.140 -1.492 -0.473  -1.11
C -2.815 -1.136 -0.227  0.06
N -2.416 0.130 -0.255  0.39
C -3.324 1.111 -0.525  0.17
C -4.671 0.840 -0.767  0.73
C -5.068 -0.512 -0.741  -0.57
C -5.561 1.934 -1.033  -0.99
C -5.105 3.206 -1.066  -0.98
C -3.717 3.497 -0.843  0.58
C -3.168 4.796 -0.896  -0.52
C -1.821 4.977 -0.689  -1.10
C -1.011 3.872 -0.426  -0.04
N -1.508 2.642 -0.353  0.34
C -2.843 2.448 -0.571  0.31
H -4.420 -2.536 -0.439  0.49
H -2.068 -1.883 0.011  0.37
H -6.103 -0.772 -0.928  0.51
H -6.608 1.718 -1.205  0.47
H -5.781 4.028 -1.261  0.47
H -3.810 5.643 -1.104  0.51
H -1.372 5.959 -0.732  0.46
H 0.052 3.985 -0.263  0.47
N 4.143 -8.765 0.039  -0.37
C 3.639 -7.751 0.223  -0.12
C 3.003 -6.483 0.452  0.41
C 2.966 -5.939 1.732  -1.03
C 2.353 -4.717 1.950  -0.61
C 1.778 -4.047 0.883  1.88
C 1.806 -4.579 -0.398  -0.36
C 2.422 -5.798 -0.613  -1.10
N 1.135 -2.768 1.112  0.33
C 0.767 -2.250 2.333  -0.07
C 0.204 -1.039 2.101  -1.53
N 0.225 -0.819 0.739  0.39
C 0.796 -1.879 0.172  -0.40
H 3.421 -6.471 2.556  0.48
H 2.358 -4.308 2.950  0.28
H 1.343 -4.080 -1.239  0.35
H 2.449 -6.227 -1.605  0.46
H 0.914 -2.772 3.261  0.47
H -0.206 -0.338 2.810  0.53
H 0.990 -1.993 -0.878  0.26

Forces on the atoms, in the same order (eV/Å):
0.04 -0.14 0.38
-0.02 -0.03 -0.01
0.01 -0.01 -0.02
-0.01 0.00 0.02
0.00 0.00 -0.02
-0.01 -0.02 0.00
-0.01 0.02 0.01
0.04 -0.01 0.03
-0.06 0.06 -0.06
0.00 0.02 0.02
-0.01 -0.01 -0.02
0.01 0.00 -0.02
0.01 0.01 0.02
-0.04 -0.02 0.00
0.02 0.03 -0.05
-0.10 0.31 -0.12
0.00 0.00 0.00
0.00 -0.01 0.00
0.00 0.01 0.00
0.00 -0.01 -0.01
0.00 0.00 0.00
0.00 0.00 0.00
0.00 0.00 0.00
-0.01 -0.01 0.03
-0.04 0.03 0.02
0.04 -0.02 0.11
0.06 0.02 -0.12
-0.03 0.00 -0.05
0.03 0.01 -0.01
0.00 -0.04 0.03
0.01 0.00 0.01
-0.01 -0.01 0.02
0.01 0.03 -0.03
0.00 0.00 0.02
-0.01 -0.01 -0.01
0.06 -0.03 0.06
0.02 -0.07 -0.31
0.00 0.02 -0.01
0.00 0.00 0.00
0.00 0.00 -0.04
0.00 0.00 0.00
0.00 0.00 0.00
0.01 0.00 -0.02
0.00 0.00 0.00
0.00 0.00 0.00
0.00 0.00 0.00
0.00 0.01 -0.01
0.00 -0.02 0.02
-0.01 0.02 0.00
0.00 -0.01 0.00
0.05 0.02 -0.01
0.00 0.02 -0.01
-0.03 -0.03 0.00
0.02 0.00 0.00
-0.02 0.00 -0.02
-0.05 -0.01 0.05
0.04 -0.09 0.01
-0.08 -0.07 0.10
0.11 0.05 -0.01
0.00 0.00 0.00
0.00 0.03 0.00
-0.04 0.02 0.01
0.00 0.00 0.00
-0.01 -0.04 0.00
0.00 0.01 0.00
0.01 -0.05 0.00

Computed properties:
net charge	+3
largest force on an atom	0.00785	Eh/bohr
highest occupied orbital energy	-16.079	eV
Kohn-Sham gap	5.25	eV
electronic energy	-2201.25531	Ha

***

Entry 3:
Computed, not measured: an isolated ion of composition C12H25O3S and charge -1 at a distorted geometry, with ωB97M-V/def2-TZVPD.

Last column: Mulliken charge in e.
Atoms and positions in Å:
C 4.635 -1.210 0.382  -1.20
C 4.126 -0.068 -0.525  -0.44
C 2.599 -0.093 -0.757  -0.71
C 1.968 1.295 -0.630  -0.84
C 1.666 1.708 0.833  -0.88
C 0.311 2.423 0.942  -1.03
C -0.844 1.408 0.909  0.36
C -2.025 1.779 -0.018  -1.08
C -2.220 0.820 -1.203  -0.63
C -3.280 -0.293 -1.030  -0.76
C -3.384 -0.926 0.347  -0.73
C -2.216 -1.832 0.743  -0.32
S -2.151 -3.440 -0.074  1.19
O -2.700 -3.214 -1.408  -0.71
O -2.996 -4.292 0.753  -0.72
O -0.710 -3.773 -0.046  -0.72
H 5.589 -1.581 0.014  0.34
H 4.783 -0.866 1.403  0.30
H 3.920 -2.027 0.417  0.34
H 4.636 -0.144 -1.482  0.38
H 4.387 0.879 -0.059  0.29
H 2.376 -0.497 -1.742  0.39
H 2.152 -0.764 -0.027  0.29
H 2.661 2.034 -1.033  0.48
H 1.046 1.359 -1.204  0.39
H 1.622 0.801 1.434  0.36
H 2.462 2.336 1.229  0.51
H 0.306 3.015 1.858  0.43
H 0.207 3.108 0.101  0.34
H -1.218 1.211 1.912  0.43
H -0.431 0.469 0.549  -0.45
H -1.828 2.769 -0.431  0.47
H -2.952 1.870 0.544  0.49
H -2.537 1.421 -2.057  0.43
H -1.272 0.375 -1.504  0.33
H -3.091 -1.064 -1.769  0.40
H -4.251 0.147 -1.275  0.31
H -4.289 -1.536 0.372  0.39
H -3.511 -0.172 1.126  0.38
H -1.242 -1.375 0.600  -0.27
H -2.305 -2.059 1.804  0.45

Forces on the atoms, in the same order (eV/Å):
-0.05 0.35 -0.24
-0.29 -0.53 0.34
0.28 0.34 0.00
0.13 0.02 0.58
-0.23 -0.03 -0.45
0.27 -0.30 0.22
-0.31 0.10 -0.24
0.42 0.00 -0.18
-0.41 -0.04 -0.04
0.05 0.67 0.01
0.23 -0.57 -0.11
-0.10 0.13 0.27
0.81 0.09 0.14
0.19 -0.15 -0.20
0.03 -0.21 0.05
-1.09 0.09 -0.07
0.09 -0.17 0.09
-0.03 0.01 0.12
0.03 -0.19 -0.09
0.07 0.24 -0.12
0.17 0.19 -0.11
0.02 -0.16 -0.06
-0.24 -0.09 0.01
-0.07 0.09 -0.33
-0.12 -0.09 -0.11
0.07 -0.02 0.25
0.12 0.01 0.05
-0.21 0.12 0.02
0.04 0.21 -0.05
0.13 -0.03 0.15
0.01 -0.14 0.02
-0.02 0.15 0.04
-0.14 -0.02 0.07
0.01 -0.05 -0.15
0.22 -0.01 0.16
-0.04 -0.18 -0.01
-0.10 0.02 0.04
-0.08 -0.06 0.02
0.00 0.19 0.01
0.03 0.11 -0.19
0.11 -0.11 0.07

Computed properties:
SMILES	CCCCCCCCCCCCS(=O)(=O)[O-]
net charge	-1
largest force on an atom	0.02138	Eh/bohr
highest occupied orbital energy	-4.881	eV
energy above the lowest of the compared OMol25 structures with the same formula, charge and spin	0.159	eV
Kohn-Sham gap	7.92	eV
electronic energy	-1096.20115	Ha

***

Which formula does entry 2 have? C35H23N6PdS